(1)
{"formula": "C50H50F6N6O6S", "method": "wB97M-V/def2-TZVPD", "lumo_energy_ha": -0.036, "orbital_gap_ha": 0.204, "spin_multiplicity": 1, "charge": 0, "homo_energy_ha": -0.2400, "elements": ["C", "C", "C", "C", "C", "C", "C", "C", "C", "C", "C", "C", "N", "N", "N", "C", "C", "C", "C", "C", "C", "C", "C", "C", "C", "C", "C", "C", "C", "C", "C", "C", "F", "F", "F", "C", "C", "C", "F", "F", "F", "C", "C", "C", "H", "H", "H", "H", "H", "H", "H", "H", "H", "H", "H", "H", "H", "H", "H", "H", "H", "H", "H", "H", "H", "H", "H", "H", "H", "H", "H", "H", "H", "H", "H", "H", "H", "H", "H", "H", "H", "H", "H", "C", "C", "C", "C", "C", "S", "O", "O", "N", "C", "C", "C", "N", "O", "O", "C", "C", "C", "C", "N", "O", "O", "C", "C", "C", "H", "H", "H", "H", "H", "H", "H", "H", "H", "H", "H"], "coordinates": [[1.34801, 5.49088, 2.79106], [2.38945, 4.42920, 3.13821], [2.90864, 4.67757, 4.55143], [3.49269, 4.38447, 2.07569], [4.70813, 5.03930, 2.27762], [5.56433, 5.30322, 1.20735], [5.14403, 5.00537, -0.09076], [3.95850, 4.30713, -0.32254], [3.53814, 4.06699, -1.78622], [4.26029, 2.86851, -2.39086], [3.70128, 5.31125, -2.66029], [3.21282, 3.87244, 0.79058], [1.96594, 3.21125, 0.54392], [1.08913, 3.94079, -0.19070], [-0.03653, 3.19804, -0.25387], [-0.98963, 3.51214, -1.27021], [-1.28205, 2.57567, -2.28835], [-0.30417, 1.45591, -2.68410], [0.61540, 1.92479, -3.80978], [-1.01015, 0.14778, -3.05104], [-2.43238, 2.79835, -3.04131], [-3.19574, 3.94901, -2.83544], [-2.74962, 4.95589, -1.98161], [-1.59187, 4.77714, -1.22456], [-1.11045, 5.93164, -0.34760], [-2.06655, 6.15675, 0.82291], [-0.94519, 7.22389, -1.15518], [0.08634, 2.04814, 0.49612], [-1.03728, 1.16236, 0.62355], [-2.34891, 1.69510, 0.64768], [-3.45004, 0.86590, 0.58934], [-4.81459, 1.49294, 0.49571], [-5.63731, 0.79278, -0.34453], [-5.44175, 1.57454, 1.71163], [-4.75448, 2.77481, -0.00160], [-3.33844, -0.52815, 0.62388], [-2.04902, -1.04883, 0.65066], [-1.84256, -2.52468, 0.77575], [-0.91123, -2.98075, -0.12911], [-1.34129, -2.80922, 2.04721], [-2.96376, -3.27327, 0.62128], [-0.91142, -0.24704, 0.63972], [1.37200, 2.00454, 0.99856], [1.89593, 0.94775, 1.73337], [0.95224, 5.35081, 1.78086], [0.50803, 5.45895, 3.49507], [1.79674, 6.49203, 2.83365], [1.88821, 3.45371, 3.13425], [3.68888, 3.95899, 4.81522], [3.30653, 5.69359, 4.64330], [2.09127, 4.57223, 5.27256], [4.95776, 5.41620, 3.26724], [6.52936, 5.79145, 1.37278], [5.74129, 5.32907, -0.94493], [2.46474, 3.85487, -1.77857], [4.11506, 1.97560, -1.77004], [3.88189, 2.65145, -3.39900], [5.33654, 3.08185, -2.45562], [3.20291, 6.16979, -2.19563], [4.75955, 5.55647, -2.81554], [3.23988, 5.13787, -3.64090], [0.32245, 1.22948, -1.81126], [1.14305, 2.84721, -3.53521], [1.36402, 1.15472, -4.03410], [0.02856, 2.12650, -4.71452], [-1.73592, -0.15214, -2.28336], [-1.53132, 0.24953, -4.01218], [-0.27095, -0.66074, -3.14668], [-2.72014, 2.07574, -3.80778], [-4.13428, 4.08393, -3.37702], [-3.29003, 5.90460, -1.88324], [-0.12017, 5.66911, 0.03572], [-2.23483, 5.22326, 1.37782], [-1.66881, 6.91230, 1.51503], [-3.03527, 6.50895, 0.43764], [-0.27203, 7.05841, -2.00600], [-1.91961, 7.56373, -1.53177], [-0.52020, 8.01611, -0.52467], [-2.49663, 2.77096, 0.69496], [-4.21019, -1.18202, 0.63703], [0.08470, -0.69192, 0.61954], [1.22110, 0.13245, 1.89995], [2.89734, 1.04017, 2.13585], [-3.46122, -3.17837, 8.42660], [-2.13141, -3.04417, 7.73476], [-1.10096, -3.96089, 7.96838], [0.13106, -3.83202, 7.32795], [0.33658, -2.80257, 6.39160], [1.89010, -2.58946, 5.52993], [2.30382, -1.21786, 5.45455], [2.78527, -3.65182, 5.89963], [1.36847, -2.88611, 3.86079], [0.93062, -4.17937, 3.52126], [0.43256, -5.18963, 4.33058], [-0.08205, -6.32191, 3.68792], [-0.80961, -7.27220, 4.47692], [-1.34997, -8.25119, 3.91496], [-0.90064, -7.08791, 5.71711], [0.04449, -6.49785, 2.27789], [0.68755, -5.52811, 1.50128], [1.08327, -4.33363, 2.12735], [1.62278, -3.06923, 1.64736], [1.93277, -2.83651, 0.29389], [1.91195, -3.80572, -0.49679], [2.21621, -1.66180, -0.06519], [1.77902, -2.20400, 2.72854], [-0.69199, -1.88594, 6.15144], [-1.90736, -2.01481, 6.81435], [-4.17761, -2.45756, 8.02074], [-3.87881, -4.18262, 8.29454], [-3.38145, -2.99828, 9.50507], [-1.27963, -4.79314, 8.65123], [0.91656, -4.55774, 7.53080], [0.39414, -5.11242, 5.41617], [-0.36039, -7.40085, 1.84085], [0.87624, -5.65663, 0.44053], [2.22766, -1.22066, 2.72792], [-0.53819, -1.05357, 5.46080], [-2.72093, -1.30634, 6.62328]]}

(2)
{"formula": "C50H51Cl2N5OP2Tl", "method": "wB97M-V/def2-TZVPD", "lumo_energy_ha": [-0.292, -0.382], "orbital_gap_ha": [0.246, 0.124], "spin_multiplicity": 1, "charge": 3, "de_lowest_kcal_mol": 0.00, "homo_energy_ha": [-0.5382, -0.5058], "elements": ["Tl", "C", "C", "P", "C", "C", "C", "C", "C", "C", "C", "C", "C", "C", "C", "C", "C", "P", "C", "C", "C", "C", "C", "C", "C", "C", "C", "C", "C", "C", "H", "H", "H", "H", "H", "H", "H", "H", "H", "H", "H", "H", "H", "H", "H", "H", "H", "H", "H", "H", "H", "H", "H", "H", "H", "H", "N", "C", "C", "C", "C", "C", "C", "N", "C", "C", "C", "C", "N", "C", "C", "H", "H", "H", "H", "H", "H", "H", "H", "H", "C", "C", "N", "C", "C", "C", "O", "C", "C", "C", "C", "N", "C", "H", "H", "H", "H", "H", "H", "H", "H", "H", "H", "H", "H", "H", "H", "Cl", "C", "Cl", "H", "H"], "coordinates": [[-0.27305, -0.79261, 0.90960], [5.40165, -2.32384, -0.22788], [4.59376, -3.29546, 0.64030], [2.81041, -3.00471, 0.39342], [2.16652, -4.20144, -0.80334], [2.68917, -5.48954, -0.92236], [2.12415, -6.38446, -1.81849], [1.03764, -6.00364, -2.59423], [0.51056, -4.72465, -2.47546], [1.07402, -3.82359, -1.58588], [1.96696, -3.29954, 1.95786], [0.88730, -4.18113, 2.03557], [0.26206, -4.40145, 3.25489], [0.70876, -3.74759, 4.39565], [1.76902, -2.85297, 4.31835], [2.39219, -2.62130, 3.10238], [5.26203, -0.88723, 0.28356], [3.50819, -0.36800, 0.41196], [3.48966, 1.04774, 1.54525], [2.40902, 1.22001, 2.40746], [2.32591, 2.33096, 3.23489], [3.34979, 3.26855, 3.21686], [4.44999, 3.08990, 2.38624], [4.52434, 1.98649, 1.55004], [3.03698, 0.25889, -1.22263], [2.73394, -0.63553, -2.25250], [2.44338, -0.16976, -3.52612], [2.45482, 1.19403, -3.78565], [2.75393, 2.08948, -2.76801], [3.03843, 1.62897, -1.49075], [5.08098, -2.39009, -1.27176], [6.45406, -2.60673, -0.21266], [4.81059, -3.13361, 1.69910], [4.83833, -4.33431, 0.42276], [3.52478, -5.81007, -0.31434], [2.53241, -7.38218, -1.90790], [0.60585, -6.70594, -3.29462], [-0.33135, -4.42679, -3.08799], [0.67174, -2.81828, -1.50712], [0.55922, -4.72207, 1.15704], [-0.55517, -5.10783, 3.31880], [0.24559, -3.95394, 5.35244], [2.12049, -2.34618, 5.20727], [3.22900, -1.93225, 3.05987], [5.79767, -0.18710, -0.35961], [5.67937, -0.80600, 1.29082], [1.64189, 0.45514, 2.47282], [1.47180, 2.46217, 3.89089], [3.30097, 4.13275, 3.86637], [5.25589, 3.81197, 2.39044], [5.38420, 1.86730, 0.90205], [2.74472, -1.70193, -2.07507], [2.22961, -0.87441, -4.31934], [2.24848, 1.55829, -4.78351], [2.78200, 3.15209, -2.97275], [3.26997, 2.33733, -0.70638], [-5.23833, -0.96761, -5.54302], [-6.22958, -1.59171, -6.28463], [-7.02916, -1.18928, -7.31075], [-7.93617, -2.15656, -7.79455], [-8.03173, -3.47299, -7.26436], [-7.23310, -3.87270, -6.23911], [-6.30109, -2.91477, -5.72435], [-5.42596, -3.05213, -4.73540], [-4.79279, -1.86390, -4.63969], [-3.75282, -1.61354, -3.64498], [-3.46925, -2.61233, -2.71674], [-2.50237, -2.36352, -1.75684], [-1.82506, -1.21719, -1.67618], [-2.09261, -0.26913, -2.57655], [-3.04077, -0.41788, -3.57465], [-4.92958, -0.01469, -5.65204], [-6.99130, -0.19942, -7.74404], [-8.59159, -1.87949, -8.61043], [-8.75496, -4.15280, -7.69195], [-7.28083, -4.86386, -5.80998], [-4.00188, -3.55225, -2.74259], [-2.26584, -3.11972, -1.01629], [-1.53182, 0.65362, -2.49073], [-3.20282, 0.39732, -4.26749], [0.05412, 6.24392, 5.70572], [-1.30815, 5.78139, 5.21248], [-1.29295, 5.38443, 3.79590], [-1.98539, 6.25631, 2.84752], [-1.29806, 7.59940, 2.65440], [-0.76816, 4.18567, 3.50453], [-0.35254, 3.39954, 4.35406], [-0.60706, 3.74920, 2.06912], [0.01997, 4.48608, 1.07884], [0.31469, 3.87202, -0.13161], [-0.01448, 2.54266, -0.29996], [-0.63044, 1.81857, 0.64498], [-0.92263, 2.42393, 1.79512], [-0.00978, 6.52971, 6.75526], [0.40760, 7.10648, 5.14029], [0.78369, 5.43978, 5.61826], [-2.04586, 6.57690, 5.31106], [-1.64929, 4.93022, 5.80050], [-2.99733, 6.41522, 3.22778], [-2.09402, 5.73203, 1.89957], [-1.24381, 8.15163, 3.59223], [-1.85927, 8.20781, 1.94556], [-0.28026, 7.48087, 2.27904], [0.30756, 5.51524, 1.25254], [0.81338, 4.41387, -0.92364], [0.23451, 2.02257, -1.21947], [-1.39156, 1.82839, 2.56942], [-2.69187, -1.59446, 3.08837], [-1.89112, -1.08260, 4.59396], [-0.46333, -0.09256, 4.26445], [-1.58639, -1.97307, 5.12903], [-2.59503, -0.48857, 5.16344]]}